Below is a molecular structure, C25H48GdOP4 in a non-equilibrium geometry, with properties calculated with ωB97M-V with the def2-TZVPD basis set.

Last column: Löwdin spin population.
CARTESIAN COORDINATES (ANGSTROEM)
Gd: -0.04 -0.10 -0.82  5.64
P: 0.45 -2.72 -1.60  0.06
P: 2.50 -0.21 0.32  0.02
P: -2.80 0.28 -0.96  0.03
H: 1.63 2.72 -1.19  0.00
C: 0.54 2.77 -1.02  0.01
C: 0.01 2.88 0.23  0.04
H: 0.61 2.79 1.14  0.00
C: 1.31 -2.36 -3.20  0.02
C: 1.51 -4.12 -1.07  0.01
C: -1.01 -3.60 -2.27  0.00
C: 3.07 1.18 1.34  0.00
C: 2.99 -1.62 1.37  0.01
C: 3.79 -0.28 -0.99  0.00
C: -3.54 1.92 -0.62  0.01
C: -4.19 -0.89 -0.76  0.00
C: -2.88 0.37 -2.78  0.02
H: -0.05 2.93 -1.93  0.00
H: -1.04 3.14 0.40  0.00
H: 1.20 -3.28 -3.78  0.00
H: 2.37 -2.18 -3.00  0.00
H: 0.92 -1.52 -3.77  0.01
H: 1.41 -4.94 -1.79  0.00
H: 1.21 -4.47 -0.08  0.00
H: 2.56 -3.80 -1.01  0.00
H: -0.68 -4.53 -2.75  0.00
H: -1.54 -2.96 -2.99  0.00
H: -1.71 -3.83 -1.46  0.00
H: 4.17 1.19 1.33  0.00
H: 2.72 1.07 2.38  0.00
H: 2.69 2.13 0.95  0.00
H: 4.09 -1.71 1.34  0.00
H: 2.53 -2.55 0.99  0.00
H: 2.65 -1.46 2.40  0.00
H: 4.76 -0.35 -0.48  0.00
H: 3.76 0.64 -1.59  0.00
H: 3.65 -1.15 -1.65  0.00
H: -4.29 2.10 -1.40  0.00
H: -2.77 2.70 -0.67  0.00
H: -4.02 1.95 0.37  0.00
H: -4.99 -0.58 -1.45  0.00
H: -4.58 -0.90 0.27  0.00
H: -3.86 -1.90 -1.03  0.00
H: -3.87 0.73 -3.07  0.00
H: -2.68 -0.61 -3.23  0.01
H: -2.13 1.07 -3.16  0.00
C: -0.81 1.03 -5.68  0.23
C: 0.01 0.48 -6.68  0.09
C: 0.04 1.08 -7.94  0.06
C: -0.79 2.17 -8.23  0.29
C: -1.68 2.66 -7.25  0.05
C: -1.69 2.08 -5.98  0.10
O: -0.65 0.72 -4.34  0.20
H: -0.24 -0.17 -4.16  0.02
H: 0.63 -0.38 -6.42  0.00
H: 0.72 0.69 -8.71  0.00
H: -0.75 2.66 -9.21  0.01
H: -2.36 3.49 -7.49  0.00
H: -2.35 2.47 -5.20  0.00
C: -2.10 -1.97 2.12  0.00
P: -0.94 -0.59 1.85  0.02
C: -1.92 0.79 2.58  0.00
C: 0.25 -0.79 3.27  0.00
C: 0.55 -2.07 3.76  0.00
C: 1.40 -2.23 4.85  0.00
C: 2.02 -1.13 5.44  0.00
C: 1.75 0.16 4.94  0.00
C: 0.89 0.32 3.87  0.00
H: -3.04 -1.82 1.57  0.00
H: -2.34 -2.03 3.19  0.00
H: -1.67 -2.92 1.80  0.00
H: -1.33 1.71 2.64  0.00
H: -2.19 0.49 3.59  0.00
H: -2.83 0.99 2.00  0.00
H: 0.12 -2.96 3.28  0.00
H: 1.56 -3.23 5.28  0.00
H: 2.68 -1.26 6.30  0.00
H: 2.20 1.01 5.43  0.00
H: 0.70 1.32 3.48  0.00

DFT total energy (eV): -86711.640
Spin multiplicity: 8
Frontier orbital gap (spin up / spin down) (eV): 5.923 / 3.688
Relative energy (zero: lowest compared OMol25 entry of this formula, charge and spin) (kcal per mole): 14.0
Charge: +3
Highest occupied orbital energy (spin up / spin down) (eV): -14.221 / -15.873